Record 1
DFT (ωB97M-V/def2-TZVPD) results for a gas-phase ion, C7H10 (charge +1) in a non-equilibrium geometry.

The geometry in XYZ format:
```
17
Properties=species:S:1:pos:R:3:forces:R:3
H -0.484 -2.348 2.262 -0.36 -0.08 -0.05
C -0.478 -0.712 0.934 0.97 -0.02 1.45
C 0.345 0.261 -2.490 0.80 -0.48 -0.93
H 1.028 -2.019 1.599 0.19 -0.22 -0.69
C -0.027 -2.086 1.311 -0.93 0.16 0.24
H 1.148 1.896 -0.330 -0.13 -0.08 -0.30
H 0.432 -0.195 -3.470 0.04 -0.02 0.04
H 0.546 1.323 -2.491 -0.76 0.17 0.32
H -0.886 -0.203 1.805 -0.18 0.31 -0.32
C 0.290 1.455 0.166 -0.41 0.37 -0.71
C 0.212 -0.529 -1.418 1.11 0.75 0.76
C -0.544 2.268 0.830 0.25 0.15 0.72
H 0.440 -1.586 -1.466 -0.88 -0.18 -0.17
H -1.310 1.929 1.517 -0.35 -0.11 -0.44
H -0.415 3.340 0.762 0.16 0.00 0.19
C 0.000 0.070 -0.118 -0.11 -0.69 0.06
H -0.298 -2.862 0.597 0.60 -0.03 -0.18
```
Positions in Å, forces in eV/Å.

The calculation puts the energy at -7410.61308 eV. Its max |F| is 1.74 eV/A. For the frontier orbital gap (spin up / spin down), the calculation gives 0.3187 / 0.2671 hartree. As for the net charge: +1. The value obtained for the energy above the lowest of the compared OMol25 structures with the same formula, charge and spin is 20.5 kcal per mole. Its spin multiplicity is 2.

***

Record 2
DFT (ωB97M-V/def2-TZVPD) results for 9 unconnected molecules or ions with the total composition C41H71N3O12.

The geometry in XYZ format:
```
127
Properties=species:S:1:pos:R:3:forces:R:3
O 3.989 0.679 -2.820 -0.05 0.04 0.02
C -4.630 0.952 10.949 0.15 0.02 -0.12
H 6.308 5.669 -3.380 0.09 0.07 -0.10
H -4.411 -4.296 0.526 0.13 -0.01 -0.08
H -4.918 -4.361 -2.636 0.07 -0.07 0.05
O -2.191 2.406 1.616 -0.02 0.06 0.00
H -11.737 -3.237 -2.519 0.00 0.06 0.09
H 6.797 7.904 -2.003 0.06 0.01 -0.09
C 3.052 4.080 -7.793 0.02 -0.02 0.18
C 5.156 -1.617 2.809 -0.08 0.12 0.09
C 5.436 6.174 -3.803 -0.37 0.17 0.28
C -3.463 1.799 -0.297 0.16 -0.08 0.07
N 2.043 -3.125 -1.414 0.01 0.68 0.02
H 3.423 1.418 -1.001 -0.12 0.13 0.02
C 1.152 0.464 -1.140 -0.17 0.03 -0.37
C -1.631 -2.397 2.122 -0.12 0.13 0.22
C -3.707 0.676 4.253 0.21 -0.05 -0.14
H -9.290 -3.320 -1.441 -0.01 0.07 0.08
H -2.628 1.129 -0.496 0.00 0.01 0.00
H -3.953 4.040 2.328 0.01 0.00 0.00
H -4.408 4.311 0.632 -0.09 -0.05 -0.04
C 4.318 -2.272 0.701 -0.10 -0.39 0.38
H 6.207 8.875 -3.363 0.09 -0.05 -0.01
H -1.848 -3.375 2.556 0.02 0.00 -0.02
H 2.753 3.722 -2.146 0.01 0.01 0.04
H 5.428 9.014 -1.772 0.00 -0.01 0.00
H 3.445 -1.829 1.195 -0.06 0.17 -0.24
H -8.743 -4.890 -0.842 0.02 0.01 0.01
N -2.589 -1.762 1.593 0.31 0.15 0.13
H 4.979 2.893 -3.818 -0.03 -0.04 -0.25
H 1.154 2.253 -2.303 -0.10 -0.05 -0.10
H 5.231 4.649 -9.518 -0.08 0.02 -0.06
H 7.972 -5.245 -3.525 0.00 0.00 0.01
H 9.068 -5.905 -2.293 0.09 0.05 0.02
O 0.822 -4.062 0.324 0.29 -0.03 0.31
H -4.255 1.582 4.519 -0.07 -0.07 0.07
C 0.079 0.298 1.049 0.19 0.18 -0.16
O 2.090 -1.721 -3.270 0.26 0.07 0.25
H -12.643 -4.765 -2.562 0.01 0.00 0.00
C -6.839 1.778 9.927 0.02 0.06 -0.18
H 0.443 -2.781 2.352 -0.07 0.01 0.01
H -0.094 -1.341 3.191 -0.24 0.07 -0.04
O -4.768 1.873 8.763 -0.10 0.10 0.11
C 0.866 -1.659 -0.016 -0.08 -0.02 -0.14
H 7.592 -3.661 0.421 0.00 0.00 -0.01
H 6.040 -1.690 3.440 0.04 -0.05 -0.09
C -5.736 -4.620 -1.962 -0.19 0.07 -0.03
H 9.093 -3.280 -0.453 0.08 -0.07 0.00
H -5.044 -0.033 11.170 -0.06 0.04 0.08
H 4.649 5.442 -3.972 0.16 0.03 -0.08
H 4.685 -1.606 -0.092 -0.11 0.10 0.05
C 3.984 -3.640 0.110 0.59 0.01 0.06
H -4.379 1.213 -0.197 -0.05 0.06 -0.05
H -3.802 -3.055 -0.585 0.07 -0.10 0.02
H 4.937 -4.169 0.058 -0.06 0.00 -0.09
H 5.009 -0.567 2.529 0.05 -0.01 0.00
H -3.912 -0.743 6.693 -0.08 0.06 -0.01
H -5.207 3.035 1.567 -0.03 0.02 -0.10
H -12.419 -3.902 -1.025 0.04 0.10 0.00
H 9.330 -4.270 -2.923 0.07 -0.05 0.06
C -10.676 -4.932 -1.739 -0.01 0.02 0.03
C 4.940 7.221 -2.840 0.09 0.02 0.00
C -9.603 -4.236 -0.943 -0.12 -0.28 -0.08
C -0.206 -1.909 2.261 0.39 -0.26 -0.09
C 1.869 -1.880 -2.101 -0.08 -0.09 0.06
H 5.716 6.637 -4.750 0.14 -0.03 0.01
O 6.487 -4.315 -1.731 0.02 0.00 -0.12
C 7.679 -4.444 -1.568 0.04 0.03 0.08
O 4.838 4.918 -6.469 0.06 -0.03 -0.20
H 3.613 -4.524 -1.824 -0.21 -0.06 0.10
C -3.202 2.572 0.972 -0.03 -0.02 -0.07
H -6.663 -4.677 -2.529 0.00 0.00 0.01
C -2.687 0.345 5.317 -0.05 0.00 -0.03
C -4.261 3.555 1.404 0.13 0.02 0.15
H -5.525 -5.595 -1.521 0.11 0.01 -0.02
C 8.340 -4.049 -0.270 -0.20 0.05 0.05
H 3.466 2.760 -4.378 0.09 0.09 -0.16
H -7.238 2.224 9.020 0.01 0.00 0.00
C -5.353 1.566 9.776 0.00 0.00 0.02
O 5.340 -2.438 1.678 -0.02 -0.03 -0.02
C 0.523 1.045 -0.041 0.07 -0.01 0.05
C 1.299 -0.916 -1.107 -0.22 -0.07 0.17
H -3.580 2.486 -1.137 -0.10 -0.01 0.00
O -6.882 -2.943 -0.729 0.12 0.08 -0.01
H 8.830 -4.915 0.178 0.10 0.03 -0.04
H 2.306 4.752 -8.219 0.01 -0.04 -0.09
H -3.743 0.980 7.078 0.01 -0.18 -0.10
O 3.822 7.192 -2.377 0.00 0.00 0.01
H 5.922 5.928 -8.497 0.00 0.00 0.00
H -2.387 -0.130 7.373 -0.01 -0.01 0.00
C 8.569 -5.003 -2.650 -0.17 -0.01 -0.09
C 3.588 3.058 -2.376 0.44 -0.32 -0.16
H 2.686 3.695 -6.843 0.00 0.01 0.00
H 4.411 3.318 -1.706 -0.06 0.20 -0.04
H 4.056 -2.849 -1.868 -0.06 -0.06 -0.06
H 3.354 -4.223 0.784 -0.13 0.10 -0.09
H 4.288 -1.938 3.398 0.00 0.01 -0.06
H -4.872 -2.600 0.747 0.04 0.04 0.02
C 5.905 8.328 -2.469 -0.16 0.06 0.10
C -11.954 -4.159 -1.978 -0.04 -0.16 -0.09
H -2.228 -0.863 1.255 -0.17 0.03 -0.12
H -7.038 2.441 10.771 -0.03 -0.08 0.06
C 0.250 -1.084 1.086 -0.10 -0.06 0.22
C 1.214 -3.090 -0.266 0.00 -0.04 -0.26
H 4.329 6.151 -9.252 -0.03 -0.07 -0.07
C 5.002 5.427 -8.788 0.12 0.05 0.14
H -9.979 -3.983 0.050 0.00 0.12 -0.03
H 0.401 2.123 -0.041 -0.09 -0.03 0.12
C -3.216 0.098 6.705 0.22 0.04 0.00
C -4.659 -3.366 0.011 -0.43 0.01 -0.06
C 3.201 1.592 -2.061 -0.16 0.21 0.40
O -10.529 -6.051 -2.172 0.00 0.00 -0.01
H -4.745 1.583 11.832 -0.07 -0.06 0.04
H -7.337 0.825 10.110 -0.01 0.02 0.10
H -3.191 0.829 3.309 -0.02 0.01 -0.01
H 1.574 0.745 -3.197 -0.02 0.26 -0.12
C 4.350 4.819 -7.569 -0.04 -0.01 -0.02
N 4.052 3.295 -3.746 -0.41 -0.30 0.47
H -3.573 0.853 10.714 0.00 0.00 0.00
H -4.412 -0.151 4.150 -0.08 0.06 0.05
C -5.860 -3.577 -0.875 0.05 -0.04 -0.01
O -1.506 0.282 5.057 0.02 -0.06 -0.02
H 4.629 0.267 -2.235 0.04 -0.03 -0.04
C 1.692 1.306 -2.268 0.36 -0.39 0.11
H 3.207 3.249 -8.484 -0.04 0.05 -0.08
H -0.385 0.818 1.878 0.01 -0.08 0.01
C 3.457 -3.575 -1.313 -0.09 -0.47 -0.22
```
Positions in Å, forces in eV/Å.

The calculation puts the energy at -72707.89934 eV. Its max |F| is 0.69 eV/A. For the frontier orbital gap, the calculation gives 0.3258 hartree. The SMILES is [H]/N=C\Cc1ccc(C[C@@H](O)CN)c2c1C(=O)N(CCCOC)C2=O.CC(C)=O.CC(C)=O.CC(C)=O.CC(C)=O.CC(C)=O.CC(C)=O.CC(C)=O.CC(C)=O. The value obtained for the energy above the lowest of the compared OMol25 structures with the same formula, charge and spin is 0.0 kcal per mole.

***

Record 3
DFT (ωB97M-V/def2-TZVPD) results for 11 unconnected molecules or ions with the total composition C41H83NO22 in a non-equilibrium geometry.

The geometry in XYZ format:
```
147
Properties=species:S:1:pos:R:3:forces:R:3
H -2.661 10.671 7.829 0.81 -0.13 0.10
H -0.532 13.109 4.574 -0.09 0.35 0.02
C -4.536 11.635 0.122 -0.35 2.05 -0.73
H 2.483 16.700 3.965 0.16 0.13 0.40
H 5.897 16.929 3.451 -0.28 -0.12 0.29
H 5.706 15.416 2.541 -0.03 0.05 0.01
O 7.627 16.028 5.011 -1.28 -0.75 -0.98
C 0.048 7.225 2.343 -0.44 0.28 -0.32
H 5.415 12.995 7.942 0.16 -0.03 -0.22
C 1.092 12.867 3.174 -0.40 -0.81 -1.08
H -0.762 6.898 2.996 0.34 0.21 0.71
O 7.287 12.413 9.384 0.03 -0.55 -0.26
C 2.157 15.704 6.545 1.28 -0.72 0.01
H 0.930 6.597 2.465 0.02 0.21 0.21
H 8.816 14.682 6.065 -0.12 -0.08 -0.02
O -4.023 12.910 7.700 -1.43 -0.93 -0.90
H -6.751 10.775 -1.544 -0.32 -0.21 0.06
C 3.074 14.784 0.352 3.65 1.50 2.33
H 3.419 8.950 3.270 -0.50 0.14 -0.26
C -3.269 17.313 3.523 -2.08 -0.77 -1.12
O 8.548 12.556 7.648 -0.55 -0.23 -0.48
C 3.557 12.595 -0.417 -0.16 -2.19 0.03
C 6.816 15.141 4.311 0.69 0.46 -0.30
H 1.508 8.999 6.004 -0.06 0.12 0.48
C 1.594 14.439 7.220 0.35 0.39 -0.32
H 3.920 4.342 1.467 -0.44 0.33 -0.31
O 2.062 13.201 4.066 -1.82 0.02 -0.58
C 4.419 6.371 0.636 1.98 -1.75 -2.42
H 9.577 14.429 3.681 -0.22 -0.28 0.33
H 2.169 16.607 1.297 0.65 -0.40 -0.04
H 10.858 11.440 3.718 -0.14 0.06 -0.04
C 9.867 11.641 4.125 -0.23 0.58 -0.87
H 2.224 18.354 6.165 -0.21 -0.07 0.32
H -6.779 11.042 -3.288 0.35 -0.07 0.02
O 1.214 12.148 2.173 0.37 1.59 2.21
H 1.400 13.695 6.447 0.39 -0.05 -0.16
O 4.522 6.528 -0.585 -0.96 0.28 2.31
H 9.866 16.065 3.499 0.21 0.57 0.49
C 1.457 17.832 5.593 1.50 -0.59 -0.71
H 2.197 11.700 -1.859 0.20 -0.14 -0.29
H 4.808 9.790 2.664 -0.06 0.35 -0.14
H -2.011 17.216 1.787 0.26 0.34 0.01
C 8.902 15.570 5.439 1.21 -0.43 -0.36
H 3.900 12.284 0.570 0.41 0.36 0.01
H 5.407 4.431 0.581 -0.05 0.32 -0.10
O 4.252 14.997 0.736 -2.99 -0.99 -1.24
H 2.392 14.100 7.881 -0.23 -0.23 -0.02
H 3.313 10.465 -1.208 0.44 0.41 -0.06
C 4.211 12.600 5.011 0.27 0.36 0.67
H -2.913 12.738 1.136 0.09 -0.37 -0.50
H -7.039 10.834 8.401 -0.19 -0.19 -0.11
H -6.423 12.463 5.853 0.30 0.71 0.50
O 2.666 13.694 -0.251 -0.82 -0.20 -0.60
H -3.709 17.433 6.139 -0.05 0.08 -0.06
H 1.052 15.317 0.855 -0.02 -0.14 -0.07
H 3.858 11.773 5.627 -0.69 0.26 0.19
H 4.394 12.826 -1.076 -0.07 0.28 0.17
C -4.053 11.851 7.096 0.61 0.73 0.09
H 1.033 17.599 3.575 0.13 -0.02 -0.56
O 8.052 10.212 4.727 0.52 0.63 0.20
H -8.124 11.997 7.626 -0.05 0.28 0.52
C 9.412 10.494 4.889 -0.35 -1.78 2.11
H -1.331 15.630 5.491 0.05 -0.05 -0.18
H 3.568 12.028 3.165 -1.03 -0.13 -0.27
H 5.974 8.361 4.306 0.05 0.02 0.03
C 4.768 4.995 1.261 -0.18 0.13 0.16
O -1.030 10.181 4.441 1.81 -1.18 -0.52
H 10.869 15.079 4.634 0.01 0.32 0.07
N 7.475 12.668 8.206 0.14 1.30 1.69
C -3.997 12.627 1.172 -0.02 -0.88 0.55
H 9.954 12.423 4.879 -0.05 0.29 -0.25
H 3.170 10.307 2.041 0.01 0.44 0.89
C 7.467 9.258 5.632 0.99 -1.34 -0.53
C -2.269 15.796 6.021 -0.01 0.77 -0.91
H 0.642 14.508 7.746 0.19 0.62 0.10
C 3.397 12.900 3.797 2.25 -1.51 -1.42
H -4.422 10.413 -2.408 0.08 0.00 0.38
H 5.191 12.220 4.724 0.15 0.51 -0.37
H -6.616 12.487 8.563 -0.18 0.40 -0.47
H 9.360 16.360 6.034 -0.49 0.14 0.10
C 0.309 8.761 2.419 -0.80 -2.02 -1.05
C -0.283 13.460 3.573 1.10 -0.92 -0.73
H 9.124 11.882 3.365 0.28 0.38 -0.01
H -0.413 6.949 1.395 0.39 0.33 -0.52
C 0.094 9.683 4.605 -2.23 1.58 -0.01
O -5.094 11.121 6.644 1.41 -0.26 -0.20
C -2.752 11.152 6.855 -0.24 -0.19 0.32
H -0.962 13.014 2.847 -0.16 0.09 0.21
C 3.828 8.620 1.126 0.29 0.44 1.01
H 8.074 8.362 5.503 0.30 -0.04 0.61
H -3.031 15.116 5.639 0.03 0.05 0.03
C 1.958 17.637 4.151 -1.08 0.20 -0.10
H -2.043 15.527 7.052 -0.36 0.40 0.12
H -6.766 12.414 -2.174 0.07 0.04 -0.08
H 3.891 13.679 3.216 -0.34 0.50 0.16
H 5.423 9.693 5.359 -0.56 -0.30 0.07
C 6.341 13.414 7.549 0.67 -1.14 -0.25
O 3.366 15.844 6.353 -2.20 0.25 0.22
C 1.990 15.802 0.585 -0.70 -0.18 -0.67
C -7.084 11.786 7.872 0.13 -0.40 -0.32
C 6.055 8.807 5.297 0.62 1.04 -0.24
H -4.227 12.282 2.180 -0.16 -0.03 -0.07
H 4.535 9.045 0.414 -0.15 -0.14 -0.19
H 4.749 15.595 3.994 -0.03 0.40 0.12
O 0.828 9.088 3.670 0.34 0.17 1.39
H -4.460 12.059 -3.034 0.14 -0.17 -0.09
H -3.709 17.587 1.499 0.17 0.56 -0.08
H 6.540 13.197 6.499 -0.54 0.73 -0.08
H 7.498 9.586 6.671 0.31 0.25 -0.09
O -4.278 16.610 3.623 1.95 0.77 0.69
H 0.506 18.364 5.597 0.18 -0.07 0.21
O 1.187 16.539 6.169 -0.47 0.09 0.46
H 5.259 5.045 2.233 0.14 0.51 -0.09
H -2.673 10.382 6.088 -0.33 0.36 0.00
O -5.240 10.666 0.493 0.69 0.32 -0.39
C -2.852 17.817 2.132 -0.27 -0.61 1.58
C 3.794 9.489 2.401 0.42 -0.62 -1.27
O 7.012 13.944 4.226 0.03 1.12 0.50
C 5.703 15.859 3.536 0.91 -0.64 0.35
C 2.748 11.369 -0.978 -0.52 1.28 0.17
C -2.678 17.304 5.810 -0.33 -1.96 2.45
C -6.388 11.609 6.529 -1.41 0.74 0.15
O -2.522 17.796 4.516 0.62 -0.06 -1.36
C -4.850 11.403 -2.255 -1.70 -0.78 -3.36
H 2.824 8.576 0.705 0.14 -0.24 -0.30
H -2.038 17.870 6.486 -0.03 0.39 -0.43
O -4.401 12.034 -1.120 1.28 0.33 3.95
H -2.610 18.868 2.293 0.11 -0.03 -0.76
O 10.144 9.929 5.681 -1.37 0.01 -0.85
H 6.423 14.447 7.888 0.17 -0.04 -0.42
O 4.251 7.323 1.528 -0.53 -0.24 0.61
H 2.558 18.474 3.794 -0.02 -0.03 0.10
H 1.967 11.062 -0.282 0.08 0.17 0.35
C 0.790 9.814 5.919 0.34 -0.10 -0.28
H 1.326 10.763 5.913 0.24 0.04 -0.11
H 5.839 8.055 6.056 -0.43 0.14 -0.05
H 1.835 16.258 -0.393 -0.22 0.19 -0.06
C -6.375 11.411 -2.345 0.22 -0.04 0.67
H 0.062 9.902 6.726 0.10 -0.40 -0.09
H -2.035 11.961 6.719 0.28 -0.42 0.15
H -0.291 14.544 3.458 0.09 -0.03 0.35
H -0.659 9.222 2.225 0.33 0.56 0.03
H 1.083 9.020 1.697 -0.36 0.30 -0.03
H -4.431 13.615 1.019 -0.35 -0.17 -0.33
H 4.324 13.542 5.549 0.16 -0.33 0.60
H -6.963 10.902 5.931 0.23 -0.61 0.27
C 9.865 15.298 4.273 -0.54 -0.64 -0.56
```
Positions in Å, forces in eV/Å.

The calculation puts the energy at -90385.85262 eV. Its max |F| is 4.58 eV/A. For the frontier orbital gap (spin up / spin down), the calculation gives 0.2333 / 0.0563 hartree. As for the net charge: +1. Its spin multiplicity is 2.

***

Record 4
DFT (ωB97M-V/def2-TZVPD) results for a molecular structure, C18H38O in a non-equilibrium geometry.

The geometry in XYZ format:
```
57
Properties=species:S:1:pos:R:3:forces:R:3
H -2.127 4.644 1.722 2.22 0.23 0.06
C -1.062 4.186 1.936 -6.67 2.72 7.38
H 0.715 -3.098 -1.676 0.86 -0.06 -0.15
H -1.729 2.473 1.286 -6.50 -3.70 0.35
C -1.179 -4.559 -0.512 -4.16 3.10 3.94
H -0.790 0.216 0.939 3.54 1.36 -0.41
C 0.171 -2.348 -2.224 -3.53 -1.59 -3.75
C -0.877 -5.792 -1.033 7.04 -5.84 -4.35
C 0.981 -0.348 -1.359 0.74 -0.30 15.03
H 0.041 -7.784 -0.348 0.14 -2.11 -1.68
C -0.216 -1.131 -1.310 4.12 -0.25 -11.09
H -2.041 -4.803 0.182 1.11 0.02 0.77
H 1.894 -0.923 -0.804 -1.87 1.30 -1.56
H -0.778 3.192 0.131 -0.43 0.54 -0.84
H 1.616 1.631 -0.577 3.81 2.66 -0.63
H 0.911 0.299 1.525 4.55 -4.32 4.58
H 1.891 6.804 -0.893 2.03 -3.21 -3.81
H 0.750 5.057 0.194 0.49 -2.29 -1.55
C 0.018 5.140 2.164 1.73 0.62 5.67
H -0.827 -4.127 -3.173 1.10 -2.97 -2.20
H -1.427 3.712 3.026 1.14 1.26 -2.04
C -1.165 -3.236 -2.873 1.44 1.64 9.53
C -0.295 -6.836 -0.138 -0.33 3.28 8.26
H -0.549 6.220 0.463 0.78 -1.26 0.34
H -2.580 -2.763 -0.948 1.50 -2.23 -0.54
H -0.398 -4.047 0.108 -0.67 -0.31 -0.98
C 1.577 7.547 -0.335 -2.29 -0.28 1.87
H 1.713 -5.930 0.084 3.54 0.58 -3.68
H 0.845 7.668 1.620 1.38 -2.03 -0.29
C 0.819 1.047 -0.576 -5.09 -3.60 0.52
H -0.279 6.097 3.018 0.67 -3.00 -2.64
H 2.367 6.357 1.425 -2.19 1.58 -0.94
C 1.337 6.807 0.962 0.67 2.50 3.03
H -0.984 -0.644 -1.855 -0.84 1.07 -1.06
H -0.126 1.630 -0.925 1.86 -0.98 -0.17
C -0.989 3.055 1.177 5.09 -0.34 -4.53
H 1.031 4.660 2.639 -2.53 0.81 -0.80
H 0.534 -2.129 -3.344 0.41 0.21 3.03
H 2.255 8.286 -0.284 2.97 2.27 0.61
H 0.806 8.051 -0.874 -1.56 -0.13 0.20
H 1.129 2.733 1.423 -1.89 -0.31 0.67
H -2.973 -4.322 -1.883 1.96 0.69 1.52
H -1.549 -6.460 -1.576 -0.61 1.41 -0.83
H 0.948 -7.541 2.238 3.28 0.21 -2.12
H 1.175 -0.087 -2.181 3.20 2.90 -12.01
H -1.099 -6.960 0.873 1.78 -0.07 -2.78
H -1.737 -2.582 -3.357 -2.29 2.00 -2.60
C 0.068 2.224 1.616 8.00 -3.46 0.76
C 0.359 5.671 0.919 -0.82 5.88 -3.13
C -2.058 -3.747 -1.383 -1.61 3.59 -5.32
H 0.117 1.993 2.715 -0.53 0.38 -0.83
H 0.930 -5.347 1.239 -1.22 0.05 1.17
C 0.472 0.819 0.877 -10.34 4.72 -3.38
H 0.316 -5.666 -1.695 -3.66 -0.17 0.63
C 0.981 -6.249 0.661 -1.35 -3.66 2.84
O 1.776 -7.379 1.569 -5.67 2.10 0.42
H -0.708 -1.383 -0.596 -4.48 -3.23 9.48
```
Positions in Å, forces in eV/Å.

The calculation puts the energy at -21314.19680 eV. Its max |F| is 15.05 eV/A. For the frontier orbital gap, the calculation gives 0.3694 hartree. The value obtained for the energy above the lowest of the compared OMol25 structures with the same formula, charge and spin is 382.6 kcal per mole.